The following is a DFT calculation (the ωB97M-V functional and the def2-TZVPD basis) of a molecular structure, C32H45BN8PtS3.

The geometry in ORCA input format:
```
! wB97M-V def2-TZVPD RIJCOSX def2/J DEFGRID3
* xyz 0 1
Pt -0.8710 0.0928 1.2137
C 3.5308 1.5042 -1.3243
C 2.9437 1.0722 -0.0240
C 3.4588 1.2228 1.2423
C 2.4896 0.6837 2.1059
N 1.4651 0.2300 1.4022
N 1.7371 0.4726 0.0814
B 0.9095 -0.1413 -1.0784
N 0.4420 -1.5710 -0.6879
N -0.3785 -1.6998 0.3746
C -0.5987 -2.9906 0.5984
C 0.1493 -3.7226 -0.3397
C 0.7908 -2.7900 -1.1317
C 1.7076 -2.9909 -2.2899
C -1.4997 -3.5381 1.6816
C -2.0668 -2.4485 2.5916
C -2.6647 -4.2805 1.0150
C -0.6865 -4.5225 2.5326
N -0.3907 0.6568 -1.4427
N -1.4893 0.6045 -0.6307
C -2.5086 1.2029 -1.2467
C -2.0556 1.6358 -2.5022
C -0.7283 1.2642 -2.5908
C 0.2212 1.4227 -3.7300
C -3.9344 1.2915 -0.7430
C -4.2263 0.3447 0.4209
C -4.2433 2.7393 -0.3362
C -4.8583 0.8947 -1.9065
C 2.5968 0.5385 3.6018
C 3.7755 -0.3930 3.9139
C 1.3227 -0.0601 4.1892
C 2.8607 1.9113 4.2171
H 4.4755 2.0134 -1.1425
H 2.8693 2.2018 -1.8389
H 3.7141 0.6580 -1.9882
H 4.4017 1.6754 1.5009
H 1.5831 -0.1966 -2.0634
H 0.1987 -4.7931 -0.4458
H 1.8323 -4.0553 -2.4777
H 2.6886 -2.5576 -2.0925
H 1.3138 -2.5240 -3.1931
H -2.7145 -1.7604 2.0426
H -1.2719 -1.8882 3.0891
H -2.6693 -2.9077 3.3784
H -3.2572 -3.5995 0.4012
H -3.3174 -4.7150 1.7748
H -2.3022 -5.0859 0.3744
H 0.1551 -4.0180 3.0110
H -0.2913 -5.3387 1.9265
H -1.3187 -4.9527 3.3117
H -2.6299 2.1274 -3.2680
H -0.2482 2.0085 -4.5179
H 0.5080 0.4555 -4.1430
H 1.1336 1.9296 -3.4136
H -3.7283 0.6457 1.3401
H -3.9271 -0.6789 0.1835
H -5.3017 0.3502 0.6094
H -3.5996 3.0552 0.4831
H -5.2842 2.8206 -0.0151
H -4.0920 3.4181 -1.1776
H -4.6560 -0.1264 -2.2353
H -4.7382 1.5585 -2.7622
H -5.8986 0.9530 -1.5820
H 3.6205 -1.3788 3.4710
H 3.8838 -0.5125 4.9943
H 4.7098 0.0107 3.5215
H 1.1295 -1.0461 3.7628
H 0.4555 0.5785 4.0006
H 1.4292 -0.1694 5.2705
H 3.7824 2.3453 3.8254
H 2.9554 1.8313 5.3020
H 2.0426 2.5941 3.9909
S 1.7153 6.7047 2.5407
C 1.0265 5.2413 2.2054
S -0.1730 4.4794 3.2183
C -0.3394 3.1842 2.0650
N 0.4342 3.2903 1.0436
N 1.2085 4.4251 1.1369
C 2.0696 4.6833 0.0306
C 1.5295 4.6621 -1.2463
C 2.3395 4.9637 -2.3309
C 3.6815 5.2605 -2.1411
C 4.2141 5.2554 -0.8590
C 3.4102 4.9710 0.2338
S -1.6183 2.0120 2.2108
H 0.4807 4.4276 -1.3748
H 1.9164 4.9778 -3.3277
H 4.3096 5.4994 -2.9894
H 5.2606 5.4842 -0.7040
H 3.8110 4.9844 1.2365
*
```

Output
* ΔE to the lowest compared entry with this formula, charge and spin: 0.0 kcal/mol
* M: 843.9 g mol⁻¹
* frontier orbital gap: 0.2683 Eh
* total energy: -3023.2861 Eh